The following is a DFT calculation (ωB97M-V/def2-TZVPD) of 10 unconnected molecules or ions with the total composition C41H43Br2F6N3O6 in a non-equilibrium geometry.

The structure (SMILES) is C[N+](=O)[O-].C[N+](=O)[O-].C[N+](=O)[O-].Fc1ccccc1.Fc1ccccc1.Fc1ccccc1.Fc1ccccc1.Fc1ccccc1.Fc1ccccc1.BrCCBr. The calculation puts the HOMO-LUMO gap at 8.989 eV.

Atoms and positions in Å:
C: -1.15 0.10 -0.05
N: -0.18 -0.87 -0.30
O: 0.83 -0.98 0.45
O: -0.50 -1.58 -1.29
H: -1.92 -0.32 0.60
H: -1.72 0.51 -0.88
H: -0.62 0.82 0.57
C: -7.31 -4.09 -1.16
N: -7.66 -2.64 -1.35
O: -6.86 -1.84 -0.87
O: -8.72 -2.31 -1.87
H: -6.87 -4.28 -2.14
H: -8.24 -4.64 -1.04
H: -6.63 -4.23 -0.31
C: 5.18 3.38 -2.02
N: 4.00 3.45 -2.84
O: 4.21 3.51 -4.02
O: 2.90 3.58 -2.34
H: 6.06 3.25 -2.65
H: 5.01 2.54 -1.35
H: 5.19 4.19 -1.28
F: -1.10 1.39 7.70
C: -0.30 2.23 8.40
C: 0.48 3.30 7.91
C: 1.08 4.18 8.76
C: 1.04 3.96 10.12
C: 0.40 2.78 10.60
C: -0.36 2.00 9.75
H: 0.43 3.30 6.83
H: 1.59 5.01 8.28
H: 1.56 4.60 10.82
H: 0.38 2.54 11.65
H: -0.95 1.17 10.11
F: -5.56 4.45 2.45
C: -6.94 4.62 2.59
C: -7.62 5.36 1.66
C: -8.99 5.52 1.79
C: -9.65 5.23 3.02
C: -8.90 4.52 3.99
C: -7.58 4.16 3.74
H: -7.06 5.58 0.76
H: -9.53 5.88 0.93
H: -10.66 5.55 3.22
H: -9.34 4.20 4.92
H: -6.92 3.74 4.49
F: -3.34 -11.12 -6.06
C: -2.65 -10.30 -5.21
C: -1.63 -9.41 -5.60
C: -0.89 -8.64 -4.69
C: -1.25 -8.71 -3.33
C: -2.20 -9.62 -2.91
C: -2.96 -10.31 -3.85
H: -1.35 -9.46 -6.64
H: 0.02 -8.09 -4.90
H: -0.66 -8.22 -2.57
H: -2.43 -9.85 -1.88
H: -3.83 -10.80 -3.44
F: -3.76 6.35 -9.01
C: -3.35 6.02 -7.76
C: -4.18 5.25 -6.95
C: -3.82 5.02 -5.60
C: -2.64 5.56 -5.06
C: -1.77 6.31 -5.87
C: -2.14 6.50 -7.24
H: -5.15 5.03 -7.39
H: -4.50 4.37 -5.06
H: -2.32 5.27 -4.07
H: -0.81 6.56 -5.46
H: -1.57 7.09 -7.94
F: 6.25 0.56 4.13
C: 6.19 1.20 5.33
C: 6.94 2.44 5.42
C: 7.16 3.00 6.68
C: 6.51 2.38 7.80
C: 5.81 1.23 7.70
C: 5.63 0.68 6.46
H: 7.47 2.94 4.62
H: 7.78 3.88 6.75
H: 6.75 2.79 8.77
H: 5.30 0.79 8.54
H: 5.14 -0.25 6.23
F: 10.95 -4.71 1.19
C: 10.08 -5.01 0.19
C: 8.69 -4.93 0.45
C: 7.77 -5.29 -0.51
C: 8.27 -5.84 -1.65
C: 9.62 -5.91 -1.99
C: 10.56 -5.39 -1.07
H: 8.50 -4.53 1.43
H: 6.71 -5.23 -0.32
H: 7.59 -6.12 -2.44
H: 9.86 -6.28 -2.98
H: 11.61 -5.33 -1.28
Br: -2.78 -1.36 -6.19
C: -1.63 -0.98 -7.67
C: -0.43 -0.21 -7.14
Br: 0.45 0.52 -8.77
H: -2.18 -0.33 -8.35
H: -1.31 -1.89 -8.18
H: 0.24 -0.91 -6.64
H: -0.81 0.48 -6.39

The following is a DFT calculation (ωB97M-V/def2-TZVPD) of a molecular structure, C5H16NOOs in a non-equilibrium geometry.

Its charge is +1. Its expectation value of S² is 6.0127. As for the spin multiplicity: 5. The calculation puts the HOMO-LUMO gap (spin up / spin down) at 7.077 / 8.873 eV.

Atoms and positions in Å:
C: -2.42 1.36 -1.51
Os: -0.90 0.42 -0.73
N: -1.25 -1.21 -1.99
H: -0.68 1.63 0.27
H: 0.09 1.29 -1.65
H: -2.30 2.42 -1.30
H: -3.28 0.97 -0.94
H: -2.53 1.16 -2.57
H: -1.40 -2.05 -1.40
H: -0.40 -1.39 -2.55
H: -2.03 -1.16 -2.64
C: 2.35 -0.11 1.52
C: 1.07 0.03 2.33
C: 0.11 -0.85 1.52
O: 0.53 -0.71 0.10
C: 1.83 -0.03 0.07
H: 3.12 0.63 1.74
H: 2.79 -1.10 1.68
H: 0.72 1.06 2.32
H: 1.16 -0.28 3.37
H: 0.25 -1.92 1.75
H: -0.96 -0.60 1.56
H: 1.70 1.01 -0.28
H: 2.44 -0.57 -0.67

The following is a DFT calculation (ωB97M-V/def2-TZVPD) of a molecular structure, C26H35N2OSSb2Se4Tb in a non-equilibrium geometry.

Its charge is -2. Its expectation value of S² is 12.0462. As for the spin multiplicity: 7. The calculation puts the HOMO-LUMO gap (spin up / spin down) at 4.143 / 3.043 eV.

Atoms and positions in Å:
Tb: -2.37 -0.22 1.57
O: -1.50 -2.31 1.44
N: -2.58 -3.04 1.91
C: -2.26 -3.88 2.98
C: -3.21 -4.73 3.43
C: -4.45 -4.75 2.73
C: -4.67 -4.08 1.52
C: -3.75 -3.04 1.17
S: -3.97 -1.81 -0.05
H: -1.24 -3.80 3.38
H: -3.16 -5.19 4.40
H: -5.29 -5.40 3.02
H: -5.57 -4.32 0.91
Se: -1.84 2.89 6.08
Sb: -1.87 0.81 4.84
Se: 0.00 0.75 3.11
Se: -4.10 0.51 3.85
Se: -1.46 -1.04 6.32
C: -3.92 4.83 1.54
C: -4.67 4.13 0.63
C: -4.10 3.05 -0.02
C: -2.83 2.58 0.37
C: -2.04 3.30 1.31
C: -2.63 4.42 1.91
N: -2.31 1.38 -0.15
C: -2.08 1.24 -1.51
C: -1.74 2.37 -2.28
C: -1.74 2.31 -3.67
C: -1.97 1.07 -4.27
C: -2.15 -0.10 -3.54
C: -2.03 -0.01 -2.18
H: -4.30 5.69 2.05
H: -5.66 4.48 0.40
H: -4.66 2.53 -0.81
H: -1.07 2.93 1.59
H: -2.10 5.11 2.62
H: -1.73 3.36 -1.80
H: -1.46 3.17 -4.27
H: -1.98 0.98 -5.37
H: -2.32 -1.02 -4.08
H: -2.01 -0.92 -1.56
C: 2.95 -0.14 -3.58
C: 3.45 0.69 -2.38
C: 2.71 2.09 -2.38
Sb: 3.08 -0.12 -0.40
C: 4.89 0.41 0.80
C: 5.46 1.80 0.41
C: 5.94 -0.68 0.57
C: 3.02 -2.38 -0.73
C: 2.98 -2.89 0.72
C: 1.94 -2.94 -1.62
H: 3.19 0.18 -4.60
H: 1.85 -0.29 -3.56
H: 3.43 -1.13 -3.54
H: 4.54 0.73 -2.40
H: 1.64 1.95 -2.25
H: 2.91 2.62 -3.34
H: 3.06 2.73 -1.58
H: 4.54 0.31 1.84
H: 6.16 1.73 -0.50
H: 6.01 2.33 1.24
H: 4.67 2.45 0.05
H: 6.04 -0.90 -0.51
H: 5.72 -1.59 1.08
H: 6.95 -0.26 0.79
H: 3.99 -2.50 -1.23
H: 2.27 -2.29 1.31
H: 3.98 -2.96 1.18
H: 2.57 -3.92 0.74
H: 0.97 -2.48 -1.41
H: 1.82 -4.04 -1.51
H: 2.07 -2.77 -2.74

The following is a DFT calculation (ωB97M-V/def2-TZVPD) of a molecular structure, C40H26FInN6O7S2Se3Te in a non-equilibrium geometry.

Its charge is -2. The calculation puts the HOMO-LUMO gap at 4.749 eV.

Atoms and positions in Å:
In: -0.77 1.88 -0.04
O: -5.14 0.99 1.64
C: -4.74 0.24 2.64
C: -5.77 -0.48 3.33
C: -5.43 -1.25 4.40
C: -4.11 -1.48 4.74
C: -3.13 -0.84 4.10
C: -3.47 0.12 3.06
C: -2.42 0.85 2.31
O: -2.62 1.53 1.27
N: -1.24 0.64 2.85
N: -0.32 1.39 2.15
C: 0.74 1.76 2.77
C: 1.72 2.72 2.26
C: 2.97 2.79 2.85
C: 3.89 3.72 2.49
C: 3.58 4.67 1.53
C: 2.45 4.52 0.75
C: 1.49 3.57 1.06
O: 0.32 3.50 0.45
H: -4.38 1.48 1.19
H: -6.78 -0.43 3.00
H: -6.14 -1.79 4.96
H: -3.84 -2.23 5.52
H: -2.15 -1.21 4.29
H: 1.01 1.27 3.75
H: 3.24 2.11 3.64
H: 4.89 3.83 2.96
H: 4.36 5.40 1.25
H: 2.25 5.11 -0.10
S: 6.61 0.05 1.05
C: 7.53 1.12 0.15
C: 6.82 1.81 -0.76
C: 5.40 1.50 -0.70
C: 5.10 0.54 0.25
C: 3.79 -0.08 0.43
C: 2.61 0.68 0.07
N: 1.40 0.26 0.22
C: 1.19 -1.00 0.60
C: 2.27 -1.83 0.95
C: 1.95 -3.17 1.30
C: 0.64 -3.60 1.41
C: -0.49 -2.77 1.11
C: -1.82 -3.20 0.97
C: -2.78 -2.30 0.43
C: -2.35 -1.02 0.08
N: -1.11 -0.59 0.18
C: -0.21 -1.46 0.64
C: -4.21 -2.56 0.40
C: -5.01 -1.98 -0.53
C: -6.35 -2.41 -0.43
C: -6.50 -3.25 0.62
S: -5.07 -3.66 1.43
C: 3.59 -1.35 0.91
H: 8.60 1.32 0.29
H: 7.21 2.56 -1.37
H: 4.64 2.05 -1.30
H: 2.81 1.72 -0.27
H: 2.76 -3.84 1.41
H: 0.33 -4.60 1.66
H: -2.00 -4.24 1.27
H: -3.09 -0.27 -0.12
H: -4.70 -1.26 -1.27
H: -7.14 -2.14 -1.12
H: -7.42 -3.65 0.99
H: 4.32 -2.14 1.13
Se: -2.90 1.85 -3.86
Se: -3.19 -0.34 -3.41
Te: -2.02 5.10 -2.42
Se: -2.72 2.79 -1.64
F: 0.58 0.42 -7.57
C: 0.94 -0.36 -6.55
C: 0.37 -0.23 -5.33
N: 0.81 -0.82 -4.23
C: 0.42 -0.35 -2.92
C: 1.06 1.06 -2.63
O: 2.11 1.37 -3.22
O: 0.40 1.75 -1.83
C: 1.88 -1.72 -4.30
O: 2.38 -2.29 -3.36
N: 2.43 -1.81 -5.57
C: 2.02 -1.24 -6.76
O: 2.54 -1.46 -7.86
H: -0.40 0.49 -5.18
H: 1.00 -1.01 -2.28
H: -0.66 -0.34 -2.71
H: 3.18 -2.52 -5.50

The following is a DFT calculation (ωB97M-V/def2-TZVPD) of a gas-phase ion, C4H8ClN2 (charge +1) in a non-equilibrium geometry.

Its charge is +1. The calculation puts the HOMO-LUMO gap at 9.590 eV.

Atoms and positions in Å:
C: 1.27 1.37 -0.43
C: 0.12 0.05 1.14
C: -0.95 -0.23 0.05
C: -0.92 -1.57 -0.55
N: 0.32 0.95 -1.24
N: 1.16 0.98 0.82
Cl: -2.38 0.55 0.07
H: 2.01 2.12 -0.72
H: -0.34 0.22 2.09
H: 0.53 -0.99 1.16
H: -1.53 -1.62 -1.52
H: -1.35 -2.22 0.27
H: 0.12 -2.00 -0.64
H: 0.16 1.26 -2.13
H: 1.78 1.13 1.62